Entry 1:
11
Properties=species:S:1:pos:R:3:forces:R:3:lowdin_charge:R:1 method="wB97M-V/def2-TZVPD" homo_lumo_gap_ev=10.863
C -0.849557 1.570572 0.449878 2.90 0.89 1.29 -0.05
H -1.707316 0.968276 0.427857 -1.09 -1.10 0.94 -0.01
H -1.044404 2.223729 -0.363136 0.58 0.67 -1.10 0.00
H 0.122154 0.971027 0.366240 -1.62 0.97 -0.32 0.03
H -0.676002 2.260302 1.335592 -0.83 -1.13 -0.75 0.05
C 1.316175 -1.324887 -0.431385 -0.53 0.87 -2.60 -0.43
N -0.027483 -1.445666 -0.303593 1.14 -0.82 1.26 0.11
O 1.840360 -0.910246 -1.444933 -0.05 0.19 -0.27 0.00
H 1.967771 -1.586979 0.343526 0.48 -0.83 2.00 0.11
H -0.344377 -1.718887 0.612650 -0.57 0.19 -0.29 0.10
H -0.597320 -1.007237 -0.992695 -0.42 0.10 -0.17 0.10

***

Entry 2:
11
Properties=species:S:1:pos:R:3:forces:R:3:lowdin_charge:R:1 method="wB97M-V/def2-TZVPD" homo_lumo_gap_ev=10.835
C 1.051596 0.798950 0.124367 0.04 0.24 0.13 -0.16
C 0.544619 0.888925 -2.132388 -0.14 0.13 0.10 -0.08
N 0.275608 0.373418 -1.018616 0.08 -0.33 0.04 -0.09
H 1.862400 1.490829 -0.135601 -0.03 0.03 0.01 0.07
H 1.479827 -0.073720 0.613038 0.04 -0.11 -0.05 0.07
H 0.405290 1.272208 0.863782 -0.09 0.04 -0.04 0.07
H 0.029601 0.544020 -3.017272 -0.20 -0.02 -0.16 0.06
H 1.258554 1.704541 -2.255715 0.28 0.01 -0.01 0.07
H -2.369863 -1.979824 3.051899 0.22 0.13 -0.47 0.03
H -2.063775 -2.372282 1.540319 0.06 0.38 0.34 0.03
O -2.473859 -2.647068 2.366186 -0.27 -0.50 0.12 -0.06

***

Entry 3:
11
Properties=species:S:1:pos:R:3:forces:R:3:lowdin_charge:R:1 method="wB97M-V/def2-TZVPD" homo_lumo_gap_ev=10.734
C -1.093963 -0.262808 1.105816 -1.21 0.01 -0.50 -0.14
C 0.843906 -1.394686 0.369314 0.29 0.32 -0.19 -0.06
N 0.114223 -0.374123 0.326802 0.13 0.53 0.27 -0.11
H -1.687437 0.614410 0.813249 0.50 0.10 -0.07 0.07
H -0.904200 -0.139944 2.169138 0.15 -0.31 0.09 0.08
H -1.806853 -1.069201 0.893838 0.31 -0.35 0.42 0.08
H 1.792467 -1.296769 -0.165238 -0.13 -0.47 0.00 0.07
H 0.631145 -2.323090 0.905717 -0.09 0.02 0.13 0.08
H 0.656443 0.987904 -1.909080 -0.22 -0.32 0.57 0.01
H -0.231875 1.763807 -0.851583 0.49 -0.65 -0.26 0.01
O 0.275202 1.830909 -1.669457 -0.20 1.12 -0.45 -0.08

***

Entry 4:
11
Properties=species:S:1:pos:R:3:forces:R:3:lowdin_charge:R:1 method="wB97M-V/def2-TZVPD" homo_lumo_gap_ev=10.299
N -1.795233 1.567301 0.639721 -0.07 1.16 -0.83 0.04
H -1.601396 0.677919 0.996953 0.69 -1.45 1.24 -0.01
H -2.257036 2.127839 1.332793 0.19 0.17 0.68 0.01
H -2.549554 1.343414 0.032426 -0.68 0.06 -1.17 0.01
C 1.311743 -1.750076 -0.021432 -1.19 -0.05 -1.60 -0.01
C 1.471324 -0.491846 -0.449578 0.45 -0.31 -0.42 -0.29
O 0.444252 0.007029 -1.235236 0.35 0.33 0.73 -0.07
H 2.109812 -2.414707 0.318945 -0.48 0.43 0.25 0.05
H 0.279823 -2.147216 -0.406830 2.17 0.29 1.11 0.10
H 2.340112 0.231424 -0.388373 -0.85 -1.26 0.32 0.13
H 0.246152 0.848919 -0.819390 -0.57 0.63 -0.32 0.06

***

Entry 5:
11
Properties=species:S:1:pos:R:3:forces:R:3:mulliken_spin:R:1 method="wB97M-V/def2-TZVPD" multiplicity=2 total_charge=+1 s_squared=0.7640 homo_lumo_gap_ev="11.705 / 8.643"
C 0.562110 -1.168859 1.134350 -0.06 0.65 1.11 0.50
C -0.688765 -1.068171 0.542262 -0.11 -0.46 -0.39 0.11
N -1.166315 0.082809 0.096618 1.17 -0.98 -0.67 0.32
H 1.176568 -0.287492 1.137443 0.42 0.15 0.03 0.04
H 0.847884 -2.010135 1.751374 0.06 -0.19 -0.40 0.03
H -1.194077 -2.020000 0.367943 -0.49 0.53 -0.12 0.01
H -0.531264 0.883615 0.132270 -0.04 0.17 0.09 0.00
H -1.701002 0.045717 -0.761880 -0.90 0.11 0.36 0.00
H 1.642950 2.124885 -1.318559 -0.46 -0.11 -0.04 0.00
H 0.257579 1.727356 -1.948767 0.73 0.23 0.39 0.00
O 0.794336 1.690276 -1.133058 -0.32 -0.10 -0.36 0.00

***

Entry 6:
11
Properties=species:S:1:pos:R:3:forces:R:3:mulliken_spin:R:1 method="wB97M-V/def2-TZVPD" multiplicity=2 total_charge=+1 s_squared=0.7562 homo_lumo_gap_ev="12.526 / 7.581"
C -0.637555 -0.551361 0.309900 0.65 -0.85 0.46 0.20
O -1.880596 0.015679 0.467130 0.28 -1.70 -0.65 0.11
C 0.264510 0.696558 -0.292791 -0.09 0.78 0.08 0.07
N 1.619652 0.403410 -0.253296 -0.81 -1.22 0.73 0.60
H -0.492645 -1.417611 -0.347831 -0.80 0.39 -0.54 0.00
H -0.160143 -0.934156 1.216435 -0.18 0.93 0.49 0.01
H -2.460248 -0.554529 -0.078153 -0.27 0.80 0.28 0.00
H -0.062963 1.502949 0.361655 0.51 0.11 0.04 0.00
H -0.161174 0.848973 -1.281987 0.31 -0.23 -0.21 0.02
H 1.911407 -0.428692 -0.770875 0.26 0.54 -0.41 -0.01
H 2.059759 0.418776 0.669808 0.12 0.46 -0.27 -0.01

***

Entry 7:
12
Properties=species:S:1:pos:R:3:forces:R:3:lowdin_charge:R:1 method="wB97M-V/def2-TZVPD" homo_lumo_gap_ev=10.590
O 1.474918 -0.777808 0.065265 -0.18 1.51 1.26 0.00
C 0.928776 0.097479 0.722932 -1.56 -0.74 -1.53 -0.23
C -0.623598 -0.015290 0.889720 -0.99 -2.20 0.54 -0.23
N -1.436488 1.054891 1.534516 2.84 0.90 -1.57 -0.02
H 1.412866 1.018251 1.101693 0.26 -0.37 0.13 0.12
H -1.067891 -0.335051 -0.115202 0.92 0.39 1.08 0.13
H -0.714745 -1.003448 1.543334 0.06 2.01 -1.16 0.15
H -1.710710 1.773693 0.856341 0.46 -0.35 0.24 0.07
H -2.279323 0.711802 1.859687 -1.78 -1.16 0.95 0.02
H 1.340025 -0.078944 -2.964051 0.18 0.81 0.14 0.01
H 1.522503 -1.454843 -2.358993 -0.31 0.33 -0.45 0.03
O 1.153665 -0.990731 -3.135243 0.11 -1.12 0.38 -0.06

***

Entry 8:
12
Properties=species:S:1:pos:R:3:forces:R:3:lowdin_charge:R:1 method="wB97M-V/def2-TZVPD" homo_lumo_gap_ev=10.472
C -0.247669 0.850670 -1.264517 -0.17 -1.92 -0.43 -0.03
C 0.435334 0.495325 0.031086 -0.89 2.62 4.18 -0.57
N 1.690166 -0.111722 0.076355 -3.07 0.71 -6.95 0.14
O -0.106094 0.863913 1.116734 1.25 -1.40 -2.63 -0.02
H -1.364139 0.499558 -1.067652 2.40 0.69 -1.15 0.13
H -0.202477 1.903141 -1.617183 -0.04 -0.58 0.90 0.09
H 0.404297 0.268079 -1.984830 -1.73 0.31 -0.14 0.08
H 2.138841 0.049948 -0.903708 -0.04 -0.71 3.20 0.15
H 2.040300 -0.005242 0.947134 2.29 0.34 2.92 0.05
H -2.245350 -1.310042 1.752055 -0.37 -0.05 0.79 0.04
H -1.074006 -1.635463 1.036005 0.90 -0.31 -0.10 0.00
O -1.469203 -1.868163 1.878521 -0.53 0.29 -0.59 -0.06

***

Max |F|: 0.064 0.011 0.025 0.048 0.032 0.036 0.065 0.148 (Eh/bohr)